No. 1
14
Properties=species:S:1:pos:R:3:lowdin_charge:R:1 method="wB97M-V/def2-TZVPD" de_lowest_ev=2.616 smiles=O[C@H]1[C@H]2CC[C@@H]12 multiplicity=1 orbital_gap_ev=9.83
O -1.40420 -0.61152 1.04588 -0.009
C -0.57241 0.51668 1.14489 -0.295
C 0.84876 0.30930 0.79814 -0.159
C 0.86062 -0.66867 -0.40589 -0.118
C -0.04116 0.29612 -1.22872 -0.138
C 0.02323 1.23485 -0.06409 -0.196
H -2.17998 -0.50331 1.60370 0.096
H -0.98437 1.38910 1.61564 0.140
H 1.71332 0.51481 1.42170 0.126
H 0.46283 -1.66888 -0.22220 0.102
H 1.85806 -0.73060 -0.84359 0.108
H 0.39547 0.68178 -2.14846 0.103
H -1.06580 -0.04816 -1.40883 0.106
H 0.10561 2.32222 -0.05898 0.134



No. 2
65
Properties=species:S:1:pos:R:3:lowdin_charge:R:1 method="wB97M-V/def2-TZVPD" de_lowest_ev=0.000 s_squared=3.752 multiplicity=4 orbital_gap_ev="9.90 / 9.91" charge=+2
Nd -0.35624 -0.53839 0.13657 1.812
C -2.40245 1.93738 1.50611 -0.168
C -2.17026 1.12938 2.77757 -0.171
N -1.10838 0.11724 2.62249 -0.165
C -1.32762 -1.10612 3.40472 -0.250
C -2.56909 -1.88107 2.94965 -0.414
S -2.87450 -1.95212 1.15516 0.890
C -4.12098 -0.65086 0.87091 -0.408
C -3.69079 0.46017 -0.07495 -0.243
N -2.41817 1.11984 0.27661 -0.167
H -1.59773 2.66560 1.38506 0.117
H -3.33042 2.50965 1.61276 0.137
H -3.08412 0.62393 3.07855 0.101
H -1.93665 1.81662 3.59481 0.140
H -0.21726 0.52099 2.89780 0.108
H -1.43524 -0.89702 4.47464 0.136
H -0.44060 -1.73316 3.29109 0.111
H -3.48182 -1.49903 3.40636 0.084
H -2.48653 -2.91341 3.28832 0.089
H -4.42991 -0.26851 1.84150 0.078
H -4.99741 -1.13859 0.44558 0.094
H -4.50761 1.18910 -0.12744 0.136
H -3.56610 0.05327 -1.08076 0.121
H -2.20326 1.73931 -0.49996 0.105
O 1.40391 0.69617 1.00083 -0.379
O 0.77618 1.61287 0.02363 -0.481
O 1.08046 -0.70833 -1.95263 -0.417
Cl -0.24130 -0.83663 -2.61397 0.693
O -0.92147 -1.91109 -1.84835 -0.425
O -0.17503 -1.06626 -3.98526 -0.177
O -0.95368 0.38786 -2.22946 -0.395
C 2.31731 3.77512 0.57837 -0.117
P 1.94068 2.52264 -0.63180 0.874
C 3.36272 1.51435 -0.97148 -0.129
C 1.24503 3.22517 -2.09264 -0.298
C 0.26797 4.22157 -1.99168 -0.067
C -0.31578 4.73165 -3.13613 -0.044
C 0.07092 4.25225 -4.38218 -0.027
C 1.03798 3.26238 -4.49047 -0.035
C 1.62198 2.74207 -3.34861 -0.060
H 1.43022 4.37386 0.78082 0.067
H 3.09830 4.42670 0.18226 0.087
H 2.66394 3.31495 1.50279 0.077
H 4.07580 2.12041 -1.53526 0.090
H 3.08795 0.63877 -1.55771 0.058
H 3.81893 1.20280 -0.03491 0.076
H -0.02999 4.61808 -1.02797 0.108
H -1.06113 5.51127 -3.06196 0.120
H -0.38170 4.66080 -5.27583 0.124
H 1.33784 2.89936 -5.46342 0.124
H 2.37050 1.96608 -3.44634 0.113
C 3.06373 -6.35515 0.34924 -0.018
C 2.26656 -5.09868 0.50098 -0.228
C 2.87492 -3.87099 0.75253 0.008
C 2.09740 -2.73706 0.88299 -0.126
N 0.75903 -2.75665 0.79485 -0.090
C 0.16987 -3.93996 0.55623 -0.131
C 0.87552 -5.11224 0.40252 0.011
H 4.13166 -6.15144 0.32827 0.087
H 2.78867 -6.88001 -0.56563 0.099
H 2.85903 -7.02731 1.18430 0.102
H 3.94967 -3.79092 0.83982 0.126
H 2.55781 -1.77250 1.07278 0.107
H -0.91058 -3.93449 0.47354 0.086
H 0.34127 -6.03166 0.20387 0.133